{"formula": "C8H16IrN4O3S", "method": "ωB97M-V with the def2-TZVPD basis set", "symbols": ["Ir", "N", "N", "C", "N", "S", "H", "H", "H", "H", "H", "O", "C", "C", "C", "C", "O", "N", "H", "H", "H", "H", "C", "C", "C", "O", "H", "H", "H", "H", "H", "H", "H"], "positions_angstrom": [[-0.1211, -0.0536, -0.0742], [-0.3172, 0.2309, 1.9065], [-0.2795, 1.5773, 2.3608], [-0.3711, 2.5752, 1.4742], [-0.3548, 3.8203, 1.8817], [-0.5647, 2.1889, -0.1867], [-1.2059, -0.2016, 2.1915], [0.4519, -0.2681, 2.3605], [-0.2365, 1.7094, 3.3636], [-0.2556, 4.0828, 2.8529], [-0.3963, 4.5741, 1.2092], [3.0955, 2.0436, 0.6392], [3.0835, 0.9711, 0.1202], [4.2139, 0.1278, -0.4625], [3.5809, -1.2181, -0.8796], [2.1448, -0.9726, -0.5893], [1.0823, -1.6863, -0.7325], [1.8968, 0.2062, -0.0544], [5.0035, 0.0216, 0.2793], [4.6373, 0.6708, -1.3077], [3.9295, -2.0630, -0.2819], [3.7289, -1.4863, -1.9259], [-3.1829, -2.6632, -0.6876], [-2.3997, -1.4741, -1.1987], [-3.2409, -0.4914, -2.0113], [-1.8980, -0.7447, -0.0553], [-3.4697, -3.2883, -1.5336], [-4.0890, -2.3370, -0.1786], [-2.5825, -3.2717, -0.0129], [-1.5326, -1.7953, -1.7916], [-4.1551, -0.2349, -1.4788], [-3.5089, -0.9695, -2.9535], [-2.6867, 0.4194, -2.2431]], "forces_ev_per_a": [[0.1, 0.2, -0.1], [-0.1, 0.0, 0.0], [0.1, -0.1, 0.0], [-0.1, 0.0, 0.0], [0.0, 0.0, 0.0], [-0.2, -0.1, 0.0], [0.0, 0.0, -0.1], [0.0, 0.0, 0.0], [0.0, 0.0, 0.0], [0.0, 0.0, 0.0], [0.0, 0.0, 0.0], [0.0, 0.0, 0.0], [0.0, 0.0, 0.0], [0.0, 0.0, 0.0], [0.0, 0.0, 0.0], [0.1, -0.1, 0.1], [-0.2, 0.0, 0.0], [0.1, -0.1, 0.0], [0.0, 0.0, 0.0], [0.0, 0.0, 0.0], [0.0, 0.0, 0.0], [0.0, 0.0, 0.0], [0.0, -0.1, -0.1], [-0.1, 0.1, 0.0], [0.0, -0.1, 0.0], [0.2, 0.0, 0.1], [0.0, 0.0, 0.0], [0.0, 0.0, 0.0], [0.0, 0.0, 0.0], [0.0, 0.0, 0.0], [0.0, 0.0, 0.0], [0.0, 0.0, 0.0], [0.0, 0.0, 0.0]], "lowdin_spin": [0.387, -0.006, 0.003, 0.006, 0.006, 0.017, -0.002, -0.001, 0.000, 0.000, 0.000, 0.004, 0.001, 0.000, 0.001, 0.009, 0.028, 0.005, 0.000, 0.000, 0.000, 0.001, 0.009, 0.028, 0.033, 0.463, 0.001, 0.000, -0.001, 0.003, 0.000, 0.005, 0.000], "homo_lumo_gap_ev": [7.15, 6.97], "fmax_ev_per_a": 0.269, "multiplicity": 2, "lumo_energy_ev": [-9.43, -9.67], "total_charge": 2, "s_squared": 0.774}

---

{"formula": "C3H35N2O16", "method": "ωB97M-V with the def2-TZVPD basis set", "symbols": ["O", "C", "N", "C", "N", "C", "O", "H", "H", "H", "H", "H", "H", "H", "H", "H", "O", "H", "H", "O", "H", "H", "O", "H", "H", "O", "H", "H", "O", "H", "H", "O", "H", "H", "O", "H", "H", "O", "H", "H", "O", "H", "H", "O", "H", "H", "O", "H", "H", "O", "H", "H", "O", "H", "H", "O"], "positions_angstrom": [[3.0037, 0.5749, -0.5759], [2.0652, -0.1750, -0.5513], [1.9667, -0.8774, 0.5501], [1.1691, -0.4828, -1.6562], [-0.1167, 0.0191, -1.4578], [-0.6034, 0.2292, -2.7475], [-0.6043, -0.8059, -3.6905], [1.1393, -1.5005, 0.6817], [2.3154, -0.5568, 1.5048], [1.0936, -1.6183, -1.7538], [1.6476, -0.3193, -2.7165], [-0.6454, -0.5615, -0.8266], [-0.1362, 1.0847, -3.3449], [-1.6426, 0.5976, -2.7508], [-2.3039, -0.6519, 0.0434], [-3.5906, -0.5485, -0.7656], [-3.1806, -0.2621, 0.0172], [3.1138, 1.2048, 3.3936], [1.5258, 1.2844, 3.2447], [2.2765, 0.7612, 3.3756], [-0.8881, 3.0628, 1.9908], [-2.1139, 3.5363, 2.5563], [-1.6355, 2.7941, 2.5957], [-0.6850, -0.8386, 4.3926], [0.6020, -0.0043, 4.6527], [0.0942, -0.6414, 4.9978], [-0.2787, -3.4042, -1.4825], [-1.0438, -1.5526, -3.2403], [-0.8610, -2.7013, -1.5307], [-2.9774, 2.3997, -1.3020], [-3.7184, 1.6223, -0.2187], [-3.7535, 2.1817, -0.9268], [4.3013, -0.2534, 1.9785], [4.1518, 0.7547, 0.9458], [4.3914, 0.6120, 1.9407], [-2.1035, 2.2020, 0.4444], [-0.7748, 1.4821, -0.0537], [-1.2446, 2.3431, -0.0248], [-0.6715, -2.3455, -0.4546], [-1.2257, -2.4560, 1.3035], [-0.4903, -1.9610, 0.7608], [-1.2702, -1.2188, 2.0033], [-1.8438, 0.2304, 2.4878], [-1.6508, -0.6529, 2.7909], [0.8912, 3.2295, -0.7883], [2.0315, 4.2916, -0.7910], [1.3527, 3.9664, -0.3160], [3.6955, 1.6088, -1.8037], [3.0082, 1.2775, -3.1124], [3.7806, 1.7508, -2.7594], [1.4510, -4.5365, 0.5488], [0.5704, -3.2946, -0.0214], [0.9616, -4.1679, -0.2504], [-4.1289, -2.0136, -2.0601], [-2.8934, -2.6615, -2.4534], [-3.5232, -2.0374, -2.7742]], "forces_ev_per_a": [[2.4, 3.2, -1.0], [1.1, -1.0, 1.2], [-2.2, -2.3, 3.8], [2.3, -3.5, -2.3], [0.1, 1.7, -0.3], [-3.2, 2.9, -2.9], [0.4, -1.3, 0.3], [0.8, 0.8, -0.1], [-0.4, 0.0, -2.1], [0.3, 1.1, 0.4], [-1.0, 0.6, 2.2], [-0.2, -0.2, -0.5], [0.3, -0.9, 1.4], [-0.1, -0.1, 0.8], [0.1, -0.4, 0.1], [-0.5, -0.5, -1.8], [0.5, 0.5, 2.0], [0.3, 0.8, -0.5], [-1.2, 1.8, -0.4], [0.2, -2.6, 0.9], [-0.8, -0.9, 0.7], [-3.4, 4.4, 0.2], [4.1, -3.5, -0.6], [1.5, 0.8, 0.6], [2.8, 3.5, -2.3], [-4.2, -4.4, 1.9], [1.5, -2.7, -0.8], [0.3, 0.0, -0.2], [-1.8, 2.3, 0.9], [4.4, 0.6, -1.4], [0.7, -2.5, 2.4], [-5.8, 2.0, -1.3], [-0.5, -6.6, 0.8], [0.3, 0.1, 2.1], [0.8, 6.5, -3.1], [1.4, 0.0, -0.4], [-0.4, 0.5, -0.3], [-0.2, -0.4, 0.4], [-1.3, -0.2, -1.4], [2.2, 0.4, -2.0], [-2.7, -1.3, 1.9], [-0.5, 2.5, 1.8], [0.0, 0.4, -0.3], [0.5, -1.9, -0.9], [0.8, 1.1, 0.4], [3.5, 1.3, -2.8], [-4.4, -2.4, 2.5], [-0.2, -0.3, -0.1], [0.5, 0.3, 0.2], [-0.2, 0.3, -0.7], [-1.1, 1.1, -1.6], [0.7, -1.0, 0.9], [1.1, -0.8, 1.3], [-1.3, 0.1, 0.9], [1.4, -0.8, 0.3], [-0.1, 0.7, -1.1]], "lowdin_charge": [0.013, -0.538, 0.197, -0.173, -0.021, -0.352, -0.063, 0.060, 0.123, 0.141, 0.168, 0.065, 0.148, 0.119, 0.011, 0.006, -0.008, 0.025, 0.015, -0.025, 0.071, -0.035, -0.020, 0.032, -0.096, -0.056, -0.051, 0.053, -0.170, -0.041, -0.049, 0.011, -0.063, 0.085, -0.048, 0.036, 0.036, -0.092, -0.030, 0.107, -0.335, 0.021, 0.007, -0.102, 0.043, -0.041, -0.028, -0.013, 0.009, -0.096, 0.086, -0.018, -0.105, 0.007, -0.004, -0.021], "homo_lumo_gap_ev": 9.52, "fmax_ev_per_a": 7.257, "lumo_energy_ev": 2.52, "total_charge": -1}

---

{"formula": "C8H13N2", "method": "ωB97M-V with the def2-TZVPD basis set", "symbols": ["C", "C", "C", "C", "C", "C", "C", "C", "N", "N", "H", "H", "H", "H", "H", "H", "H", "H", "H", "H", "H", "H", "H"], "positions_angstrom": [[-1.0930, 1.8021, 2.4563], [-1.0307, 1.6119, 1.1334], [-0.6198, 0.6779, 3.2161], [-0.1454, -0.4466, 2.6485], [-0.5022, 0.4158, 0.5004], [1.0048, 0.2743, -3.5135], [0.6411, -1.7449, 0.7582], [0.4375, -0.7612, -2.6734], [-0.0109, -0.5127, 1.3071], [-0.6355, 0.2337, -0.8384], [-1.3542, 2.7698, 2.8169], [-1.3135, 2.4193, 0.3810], [-0.6595, 0.8158, 4.2268], [0.3262, -1.1699, 3.3350], [2.0082, 0.5129, -3.3956], [0.8907, -0.2585, -4.5324], [0.3635, 1.0426, -3.5504], [0.1220, -1.8361, -0.2224], [1.6761, -1.6583, 0.8117], [0.4423, -2.6460, 1.4842], [0.9080, -1.5710, -2.1583], [-0.5709, -1.0705, -2.9019], [-0.8846, 1.0998, -1.2895]], "forces_ev_per_a": [[1.1, -1.8, -0.7], [-0.1, 1.2, -3.0], [-0.9, 1.2, -1.2], [0.6, 1.2, 1.8], [-1.2, 1.2, -1.5], [0.4, -4.2, -1.1], [-3.3, -1.1, 1.2], [-1.8, 0.3, 1.5], [1.0, -2.6, 0.0], [1.6, -0.8, -0.3], [-0.4, 0.2, 0.7], [0.3, -1.1, 1.3], [0.1, -0.3, 2.6], [-0.4, 0.0, -1.0], [1.7, 0.5, 0.5], [0.2, 0.7, 1.0], [-2.2, 3.1, -0.4], [1.1, -0.6, 0.7], [1.9, 0.5, -0.7], [-0.2, 1.7, -1.6], [1.0, 0.1, 0.3], [-0.3, 0.3, -0.1], [-0.2, 0.1, 0.0]], "lowdin_charge": [-0.014, -0.007, -0.035, -0.053, -0.322, -0.067, 0.032, 0.124, -0.062, 0.112, 0.119, 0.143, 0.084, 0.153, 0.075, 0.165, 0.050, 0.072, 0.073, 0.140, 0.071, 0.091, 0.055], "homo_lumo_gap_ev": [7.30, 7.30], "fmax_ev_per_a": 4.349, "lumo_energy_ev": [-4.72, -4.72], "total_charge": 1}

---

{"formula": "C3H8BrClSi", "method": "ωB97M-V with the def2-TZVPD basis set", "symbols": ["C", "Si", "C", "Cl", "C", "Br", "H", "H", "H", "H", "H", "H", "H", "H"], "positions_angstrom": [[1.4681, 0.2005, -0.9035], [-0.0166, 0.2669, 0.2600], [-1.5298, 0.9391, -0.5941], [0.3537, 1.6726, 1.7344], [-0.1725, -1.4221, 1.0710], [1.4397, -1.9067, 1.9764], [2.3767, 0.1863, -0.3070], [1.5068, 1.0819, -1.5447], [1.5651, -0.6436, -1.5712], [-2.1968, 0.1097, -0.8107], [-2.0477, 1.5796, 0.1057], [-1.3458, 1.4577, -1.5486], [-0.4066, -2.1608, 0.3309], [-0.9941, -1.3611, 1.8015]], "forces_ev_per_a": [[0.0, 0.4, 0.3], [1.0, 0.3, -0.9], [-0.1, -0.6, -0.2], [0.2, -0.1, 0.2], [-1.0, 1.1, 0.4], [0.3, -0.2, 0.2], [0.1, 0.1, 0.1], [0.0, 0.2, 0.1], [-0.4, -0.5, -0.1], [-0.3, -0.2, -0.2], [-0.2, 0.3, 0.0], [0.1, -0.1, 0.5], [-0.1, -0.5, -0.3], [0.3, -0.3, -0.1]], "lowdin_charge": [-0.220, 0.068, -0.213, 0.315, -0.761, 0.613, 0.014, 0.029, 0.029, 0.024, 0.013, 0.044, 0.014, 0.029], "homo_lumo_gap_ev": 10.63, "fmax_ev_per_a": 1.579, "lumo_energy_ev": 0.67, "smiles": "C[Si](C)(Cl)CBr"}

---

{"formula": "C3HCl2NO", "method": "ωB97M-V with the def2-TZVPD basis set", "symbols": ["C", "C", "C", "N", "O", "Cl", "Cl", "H"], "positions_angstrom": [[0.8791, 1.2521, -0.1434], [0.2497, -1.6096, 1.4442], [0.1909, 0.2452, 0.8020], [1.2042, 2.1419, -0.7747], [1.0808, -2.0263, 2.1143], [-1.2917, -2.2805, 0.9170], [-0.1151, 1.1246, 2.2474], [-0.7954, -0.0153, 0.4008]], "forces_ev_per_a": [[-1.0, -3.2, 2.0], [0.0, 3.4, -2.2], [-1.1, -1.1, -1.0], [0.5, 0.8, -0.8], [0.6, -0.9, 0.8], [0.5, -0.1, 0.3], [0.0, 0.4, 1.3], [0.5, 0.7, -0.5]], "lowdin_charge": [-0.265, -0.726, -0.626, 0.143, 0.111, 0.696, 0.664, 0.004], "homo_lumo_gap_ev": 9.91, "fmax_ev_per_a": 4.043, "lumo_energy_ev": -0.61}

---

{"formula": "C25H31CoF3N3O4SSi2", "method": "ωB97M-V with the def2-TZVPD basis set", "symbols": ["Co", "O", "C", "O", "C", "C", "C", "C", "C", "N", "C", "O", "O", "H", "H", "H", "C", "Si", "C", "C", "C", "Si", "C", "C", "C", "H", "H", "H", "H", "H", "H", "H", "H", "H", "H", "H", "H", "H", "H", "H", "H", "H", "H", "H", "S", "C", "N", "C", "C", "C", "C", "H", "H", "H", "H", "H", "F", "C", "F", "F", "C", "C", "C", "N", "C", "C", "H", "H", "H", "H"], "positions_angstrom": [[0.6480, 0.5153, 0.0834], [3.0885, 1.1973, -3.0509], [2.5261, 0.9837, -1.9809], [1.2611, 0.9054, -1.7667], [3.3414, 0.6962, -0.7241], [4.6860, 0.3858, -0.6394], [5.2009, -0.0281, 0.5830], [4.3493, -0.1756, 1.6756], [3.0187, 0.1574, 1.5210], [2.5638, 0.6326, 0.3596], [1.8772, -0.0570, 2.5264], [2.1303, -0.3624, 3.6836], [0.7210, 0.0919, 1.9829], [5.2977, 0.4532, -1.5297], [6.2521, -0.2671, 0.6812], [4.6923, -0.5603, 2.6266], [-1.0411, 2.7072, -3.0836], [-1.7869, 1.9091, -1.5389], [-3.4817, 2.7642, -1.3237], [-2.1990, 0.0857, -1.9196], [-0.7991, 1.9351, 0.0427], [-0.1433, 3.5668, 0.6453], [1.0353, 4.3565, -0.6115], [0.7801, 3.4021, 2.2915], [-1.5695, 4.8016, 0.9326], [-1.6422, 2.4575, -3.9634], [-0.0246, 2.3506, -3.2483], [-1.0160, 3.7964, -3.0023], [-4.1918, 2.4195, -2.0842], [-3.3916, 3.8480, -1.4250], [-3.9115, 2.5544, -0.3418], [-2.5340, -0.0656, -2.9504], [-2.9941, -0.2624, -1.2535], [-1.3074, -0.5276, -1.7608], [-1.4159, 1.4925, 0.8399], [1.9398, 3.7533, -0.7260], [1.3348, 5.3638, -0.3082], [0.5667, 4.4236, -1.5940], [1.6180, 2.7080, 2.1979], [0.1226, 3.0071, 3.0691], [1.1768, 4.3623, 2.6345], [-1.9836, 5.1436, -0.0185], [-1.2412, 5.6845, 1.4920], [-2.3778, 4.3285, 1.4946], [-2.6578, -0.6819, 2.2845], [-3.4365, -1.9477, 1.5449], [-3.0413, -2.3370, 0.2814], [-3.6694, -3.2844, -0.4550], [-4.7321, -3.9578, 0.0488], [-5.1633, -3.6514, 1.3657], [-4.5301, -2.6859, 2.0884], [-2.2575, -1.8247, -0.1035], [-3.2834, -3.4517, -1.4504], [-5.2347, -4.7085, -0.5419], [-6.0059, -4.1827, 1.7891], [-4.8388, -2.4350, 3.0918], [2.1897, -6.4303, -0.0944], [2.9769, -5.3729, 0.2117], [4.0609, -5.4587, -0.5781], [3.3863, -5.5600, 1.4789], [2.2465, -4.0860, 0.0385], [2.4617, -3.2816, -1.0722], [1.7147, -2.1290, -1.2101], [0.8064, -1.7244, -0.3164], [0.5960, -2.5206, 0.7399], [1.2773, -3.6999, 0.9569], [3.1912, -3.5509, -1.8225], [1.8407, -1.4978, -2.0802], [-0.1397, -2.1701, 1.4574], [1.0661, -4.3039, 1.8285]], "forces_ev_per_a": [[-1.8, 0.5, 0.1], [0.2, 0.0, 0.2], [-0.6, 0.1, -0.4], [1.2, -0.2, -1.3], [-0.3, 0.1, 0.5], [0.2, 0.1, -0.2], [-0.3, 0.0, 0.1], [0.2, 0.0, 0.1], [-0.3, 0.3, -0.2], [1.9, -0.5, -0.1], [-0.4, 0.1, 0.0], [0.2, 0.0, -0.1], [0.5, -0.6, 1.5], [0.0, 0.0, 0.0], [0.0, 0.0, 0.0], [0.0, 0.0, 0.0], [0.1, -0.2, 0.2], [0.0, 0.1, 0.7], [0.1, -0.2, -0.2], [0.0, 0.1, -0.2], [-0.3, 0.8, -0.5], [-0.3, -0.4, -0.2], [-0.1, -0.1, 0.2], [-0.1, 0.1, -0.1], [0.3, 0.1, 0.1], [0.0, 0.0, 0.0], [0.0, 0.0, 0.0], [0.0, 0.0, 0.0], [0.0, 0.0, 0.0], [0.0, 0.0, 0.0], [0.0, 0.0, 0.0], [0.0, 0.0, 0.0], [0.0, 0.1, 0.0], [0.0, 0.0, 0.0], [-0.2, 0.2, 0.0], [0.0, 0.0, 0.0], [0.0, 0.0, 0.0], [0.0, 0.0, 0.0], [0.0, 0.0, 0.0], [0.0, 0.0, 0.0], [0.0, 0.0, 0.0], [0.0, 0.0, 0.0], [0.0, 0.0, 0.0], [0.0, 0.0, 0.0], [0.0, -0.2, 0.0], [0.4, 0.5, -0.1], [-0.2, -0.3, 0.3], [0.0, 0.0, 0.0], [-0.1, -0.1, -0.1], [0.2, 0.3, 0.1], [-0.3, -0.4, -0.1], [0.0, 0.1, -0.1], [0.1, 0.0, 0.0], [0.0, 0.0, 0.0], [0.0, 0.0, 0.0], [0.0, 0.0, 0.0], [0.0, 0.1, 0.0], [0.2, -0.5, 0.1], [0.0, 0.0, 0.1], [0.0, 0.1, -0.1], [-0.4, 0.6, -0.2], [0.1, -0.4, 0.1], [-0.2, 0.2, -0.1], [0.3, -0.5, -0.1], [-0.3, 0.3, 0.2], [0.3, -0.4, -0.1], [0.0, 0.0, 0.0], [0.0, 0.1, 0.0], [0.1, 0.1, 0.0], [0.0, 0.1, 0.0]], "lowdin_spin": [2.662, 0.002, 0.004, 0.050, 0.006, 0.000, 0.004, 0.001, 0.010, 0.042, 0.008, 0.012, 0.056, 0.000, 0.000, 0.000, 0.001, 0.012, 0.003, 0.002, 0.059, 0.015, 0.001, 0.001, 0.004, 0.000, 0.000, 0.000, 0.001, 0.000, 0.000, 0.000, 0.000, 0.001, 0.011, 0.000, 0.000, 0.000, 0.000, 0.000, 0.000, 0.000, 0.001, 0.000, 0.001, 0.000, 0.000, 0.000, 0.000, 0.000, 0.000, 0.000, 0.000, 0.000, 0.000, 0.000, 0.000, 0.000, 0.000, 0.000, 0.003, 0.000, 0.004, 0.018, 0.006, 0.000, 0.000, 0.000, 0.000, 0.000], "homo_lumo_gap_ev": [5.99, 6.61], "fmax_ev_per_a": 1.981, "multiplicity": 4, "lumo_energy_ev": [1.97, 1.91], "total_charge": -1, "s_squared": 3.761}